The following is a DFT calculation (ωB97M-V/def2-TZVPD) of a molecular structure, C39H40N11O3S2V in a non-equilibrium geometry.

```
96
Properties=species:S:1:pos:R:3
V -0.3045 -0.0050 -0.3768
S -7.7316 -1.1061 -3.0401
N -7.0009 -1.7855 -1.7792
C -5.7616 -1.3233 -1.7837
C -4.7214 -1.6852 -0.8382
C -4.9421 -2.6333 0.1587
C -3.8969 -2.9576 0.9789
C -2.6794 -2.3078 0.8024
N -2.4414 -1.3754 -0.1217
C -3.4655 -1.0874 -0.9572
C -3.1954 -0.1465 -2.0478
N -1.9529 0.3765 -2.1273
C -1.6761 1.1472 -3.1820
C -2.6003 1.4966 -4.1571
C -3.8780 1.0141 -4.0506
C -4.1793 0.1608 -2.9900
C -5.4945 -0.4307 -2.8399
N -6.5301 -0.2181 -3.6341
H -5.9190 -3.0942 0.2452
H -3.9899 -3.7011 1.7592
H -1.8745 -2.5739 1.4547
H -0.6709 1.5158 -3.2647
H -2.2976 2.1416 -4.9712
H -4.6507 1.2506 -4.7726
C -0.0085 3.9855 1.3704
N -0.6680 2.6787 1.4368
C -2.0374 2.5943 0.9042
C -0.0915 1.6230 2.0377
N -0.2939 0.3802 1.4945
C -0.4944 -0.6986 2.4262
C -1.2911 -0.4718 3.5150
C -1.4719 -1.4339 4.5230
C -0.8815 -2.6517 4.3952
C -0.1724 -2.9828 3.2137
C 0.1851 -4.3361 3.0030
C 0.6167 -4.7438 1.7799
C 0.7889 -3.7984 0.7544
C 0.6006 -2.4556 0.9551
N 0.8618 -1.5482 -0.1436
C 1.9188 -1.8861 -0.9549
N 1.7813 -1.8112 -2.2892
C 2.8524 -1.3459 -3.1768
C 0.4630 -1.8004 -2.9078
N 3.0479 -2.3530 -0.4377
C 3.9916 -3.1929 -1.1742
C 3.4952 -1.9696 0.9013
C 0.0469 -2.0036 2.1969
N 0.6140 1.8027 3.1457
C 0.3479 2.9123 4.0630
C 1.6548 0.8799 3.6050
H -0.0811 4.3524 0.3477
H 1.0423 3.8762 1.6280
H -0.4736 4.7188 2.0310
H -2.2569 3.5262 0.3950
H -2.7562 2.4512 1.7108
H -2.1828 1.8089 0.1687
H -1.7748 0.4931 3.6183
H -2.0811 -1.2000 5.3872
H -1.0073 -3.4135 5.1560
H 0.0347 -5.0468 3.8072
H 0.8131 -5.7905 1.5816
H 1.1064 -4.1467 -0.2208
H 3.7416 -1.1000 -2.6133
H 2.5140 -0.4351 -3.6739
H 3.0784 -2.0956 -3.9351
H -0.2390 -2.4194 -2.3557
H 0.5541 -2.1996 -3.9167
H 0.0727 -0.7865 -3.0088
H 3.4951 -3.6919 -2.0013
H 4.3686 -3.9500 -0.4870
H 4.8401 -2.6187 -1.5467
H 2.9177 -1.1270 1.2699
H 4.5382 -1.6628 0.8376
H 3.4040 -2.8091 1.5916
H -0.6353 3.3359 3.8795
H 1.1037 3.6943 3.9867
H 0.3678 2.5157 5.0779
H 1.9685 0.2237 2.8034
H 1.2944 0.2925 4.4502
H 2.5139 1.4712 3.9185
O -0.2843 2.9192 -1.5420
C 0.8642 2.5471 -1.3984
N 1.2015 1.2842 -0.8998
S 2.7996 1.3254 -0.3772
O 2.8287 1.3576 1.0579
O 3.5897 0.3189 -1.0274
C 3.1796 2.8892 -1.0665
C 4.4130 3.5040 -1.1620
C 4.4544 4.7106 -1.8500
C 3.3044 5.2595 -2.4178
C 2.0765 4.6207 -2.3079
C 2.0384 3.4178 -1.6273
H 5.3015 3.0740 -0.7176
H 5.3992 5.2294 -1.9475
H 3.3717 6.1949 -2.9583
H 1.1787 5.0356 -2.7475
```

Computed properties:
net charge: +2
spin multiplicity: 3
energy relative to the best compared isomer or geometry (same formula, charge and spin): 94.1 kJ/mol
⟨S²⟩: 2.013
frontier orbital gap (alpha / beta): 6.87 / 7.18 eV

Results of the Mulliken charge analysis, in e, for atoms 1 through 6: V 0.297; S 0.194; N -0.652; C 0.666; C 0.636; C -0.792


The following is a DFT calculation (ωB97M-V/def2-TZVPD) of a molecular structure, C2H3NOS in a non-equilibrium geometry.

```
8
Properties=species:S:1:pos:R:3
C -1.3195 -0.4207 -0.7898
C -0.1487 -0.5314 0.0938
N -0.6080 0.6881 -0.6197
O -3.8526 0.8637 0.4138
S -3.4833 -0.5368 0.1282
H -0.4340 -0.7829 1.1387
H 0.8661 -1.0135 -0.0227
H -0.5607 1.7552 -0.4292
```

Computed properties:
energy relative to the best compared isomer or geometry (same formula, charge and spin): 542.6 kJ/mol
frontier orbital gap (alpha / beta): 6.80 / 7.54 eV

Results of the Mulliken charge analysis, in e, for atoms 1 through 6: C 0.031; C -0.342; N -0.289; O -0.379; S 0.276; H 0.177


The following is a DFT calculation (ωB97M-V/def2-TZVPD) of a molecular structure, C25H21N7STc in a non-equilibrium geometry.

```
55
Properties=species:S:1:pos:R:3
Tc -0.4077 -0.1866 -0.5528
N -2.1433 0.2347 -4.4697
C -1.8494 -0.1952 -3.2528
S -2.1082 0.9100 -1.8778
N -1.4526 -1.4184 -3.0392
N -1.2287 -1.6414 -1.7300
C -1.6351 -2.7421 -1.1941
C -1.6767 -2.7880 0.2536
C -2.2369 -3.8439 0.9570
C -2.4052 -3.7213 2.3279
C -1.9936 -2.5556 2.9565
C -1.4081 -1.5573 2.1950
N -1.2571 -1.6573 0.8747
H -2.4771 1.1707 -4.6181
H -2.0645 -0.3907 -5.2568
H -2.0536 -3.5303 -1.8092
H -2.5512 -4.7375 0.4343
H -2.8577 -4.5214 2.8982
H -2.1220 -2.4147 4.0198
H -1.0537 -0.6485 2.6627
C 2.7089 -3.3830 -0.7334
C 3.7277 -2.7611 -1.4472
C 3.6090 -1.4185 -1.7507
C 2.4769 -0.7156 -1.3509
N 1.4762 -1.3377 -0.6886
C 1.6055 -2.6389 -0.3848
C 2.2490 0.7008 -1.6289
C 3.2653 1.5671 -2.0252
C 2.9814 2.8976 -2.2786
C 1.6817 3.3634 -2.1328
C 0.6732 2.5087 -1.7133
C 0.9323 1.1620 -1.4606
H 2.7656 -4.4254 -0.4561
H 4.5961 -3.3213 -1.7668
H 4.3781 -0.9127 -2.3151
H 0.7982 -3.0976 0.1692
H 4.2841 1.2129 -2.1160
H 3.7713 3.5716 -2.5803
H 1.4456 4.3980 -2.3444
H -0.3241 2.9023 -1.5768
N 1.0896 1.8308 2.8682
C 1.1721 1.0718 1.7714
N 0.0357 1.0606 1.0967
C -0.8569 1.8685 1.8082
C -2.1763 2.2346 1.5486
C -2.7853 3.0840 2.4488
C -2.1099 3.5657 3.5800
C -0.8019 3.2176 3.8439
C -0.1889 2.3644 2.9345
H 1.8407 2.0093 3.5163
H 2.0723 0.5632 1.4632
H -2.7051 1.8690 0.6778
H -3.8049 3.4000 2.2760
H -2.6282 4.2277 4.2600
H -0.2727 3.5954 4.7088
```

Computed properties:
net charge: +2
spin multiplicity: 4
⟨S²⟩: 3.792
frontier orbital gap (alpha / beta): 7.49 / 6.41 eV

Results of the Mulliken charge analysis, in e, for atoms 1 through 6: Tc -0.966; N -0.366; C 0.776; S -0.445; N -1.600; N 1.264


The following is a DFT calculation (ωB97M-V/def2-TZVPD) of a molecular structure, C34H43BrClN5NaO9PS in a non-equilibrium geometry.

```
96
Properties=species:S:1:pos:R:3
Na 1.0461 0.2561 -0.3831
O -0.3446 2.7958 4.9974
C -0.6090 3.7615 4.1985
O -0.9448 4.8965 4.5333
C -0.4851 3.4553 2.7176
C -0.6978 4.3517 1.6951
Cl -1.2345 5.9705 1.7927
N -0.5175 3.6973 0.5064
N -0.2005 2.4156 0.7211
C -0.1768 2.2395 2.0238
C 0.1750 0.8623 2.5288
O 0.2331 0.7245 3.8129
O 0.3741 -0.0411 1.7327
C -0.6507 4.1171 -0.8521
C -1.0564 3.1575 -1.7804
C -1.1915 3.5038 -3.1141
C -0.9288 4.7998 -3.5360
C -0.5085 5.7448 -2.6114
C -0.3614 5.4108 -1.2714
H -0.0654 1.6567 4.3398
H -1.2181 2.1351 -1.4592
H -1.4830 2.7355 -3.8209
H -1.0263 5.0672 -4.5823
H -0.2730 6.7517 -2.9354
H 0.0022 6.1483 -0.5736
N 1.4459 -6.6973 -2.8757
C 0.9742 -6.9468 -1.6468
S 0.9525 -8.5129 -1.0862
C 0.5195 -5.7646 -0.8775
C -0.0874 -5.8954 0.3712
C -0.5391 -4.7596 1.0217
N -0.4435 -3.5287 0.5183
C 0.1618 -3.4002 -0.6591
C 0.6582 -4.4750 -1.3778
H 1.6981 -7.4844 -3.4443
H 1.3597 -5.7865 -3.2982
H -0.2019 -6.8791 0.8030
H -1.0109 -4.8357 1.9963
H 0.2628 -2.4079 -1.0818
H 1.1672 -4.2590 -2.3094
C 3.9477 -0.7836 0.4604
C 3.8518 0.7538 0.6333
C 5.1113 1.3840 -0.0155
C 3.9164 1.0512 2.1547
O 2.7084 1.2605 0.0856
H 4.9044 -1.1758 0.8336
H 3.8378 -1.0392 -0.5985
H 3.1276 -1.2579 1.0131
H 6.0402 1.0686 0.4828
H 5.0245 2.4734 0.0399
H 5.1614 1.0963 -1.0733
H 4.8045 0.6024 2.6260
H 3.0211 0.6459 2.6323
H 3.9360 2.1348 2.3114
Br -6.9808 -0.7689 -0.1217
C -5.1133 -0.3733 -0.1203
C -4.6952 0.9233 0.1052
C -3.3232 1.1534 0.0808
N -2.4244 0.2025 -0.1406
C -2.8542 -1.0371 -0.3418
C -4.2016 -1.3845 -0.3457
H -5.3966 1.7226 0.2970
H -2.9344 2.1560 0.2501
H -2.0897 -1.7900 -0.4974
H -4.5180 -2.4041 -0.5160
C 4.0026 0.3120 -4.3318
C 2.7153 1.1361 -4.3570
C 2.6032 1.8702 -5.6920
C 2.6953 2.1500 -3.2193
O 1.5697 0.2415 -4.3620
P 0.9802 -0.5957 -3.0807
O 2.0555 -1.3916 -2.4310
O 0.0741 0.2207 -2.2292
O -0.0355 -1.5482 -3.9378
C 0.2611 -2.4303 -5.0241
C 0.0256 -1.6768 -6.3335
C -0.7480 -3.5682 -4.8968
C 1.6851 -2.9966 -5.0042
H 4.8763 0.9671 -4.3763
H 4.0256 -0.3699 -5.1898
H 4.0373 -0.2770 -3.4136
H 3.4626 2.5295 -5.8323
H 1.6886 2.4696 -5.7087
H 2.5665 1.1519 -6.5183
H 3.4264 2.9406 -3.4058
H 2.9280 1.7054 -2.2423
H 1.7022 2.5967 -3.1494
H -0.9954 -1.2862 -6.3603
H 0.1795 -2.3394 -7.1899
H 0.7164 -0.8350 -6.3894
H -1.7609 -3.1601 -4.8745
H -0.5844 -4.1050 -3.9576
H -0.6603 -4.2663 -5.7340
H 2.4095 -2.1926 -5.1379
H 1.8037 -3.7336 -5.8039
H 1.9012 -3.4578 -4.0384
```

Computed properties:
net charge: -2
energy relative to the best compared isomer or geometry (same formula, charge and spin): 61.6 kJ/mol
frontier orbital gap: 4.88 eV

Results of the Mulliken charge analysis, in e, for atoms 1 through 6: Na 1.317; O -0.774; C 0.701; O -0.734; C -0.107; C -0.066


The following is a DFT calculation (ωB97M-V/def2-TZVPD) of a molecular structure, C2H3N3.

```
8
Properties=species:S:1:pos:R:3
N 0.7749 0.1478 -0.3459
C -0.3158 0.2458 -1.1752
N -1.3840 0.1046 -0.3210
N -0.9564 -0.0675 0.9968
C 0.3352 0.0277 0.9406
H 1.7349 0.2193 -0.6467
H -1.1787 -0.7086 -1.2511
H 0.9898 0.0309 1.8024
```

Computed properties:
energy relative to the best compared isomer or geometry (same formula, charge and spin): 308.3 kJ/mol
frontier orbital gap: 10.58 eV

Results of the Mulliken charge analysis, in e, for atoms 1 through 6: N -0.085; C -0.361; N -0.216; N -0.382; C 0.054; H 0.163


The following is a DFT calculation (ωB97M-V/def2-TZVPD) of 6 unconnected molecules or ions with the total composition CH14O6 in a non-equilibrium geometry.

```
21
Properties=species:S:1:pos:R:3
C 0.4935 1.8438 1.3486
O -0.0390 2.4846 0.1955
H 0.9273 2.4674 2.1380
H -0.4292 1.5119 1.8200
H 1.1717 1.0214 1.1760
H 0.5880 3.1118 -0.1815
O 0.6795 -0.1013 -1.4916
H 1.0652 -0.8309 -1.0063
H 0.2463 0.5166 -0.8852
O 0.2157 -1.0463 1.1298
H -0.7092 -0.9960 0.8184
H 0.2073 -1.6943 1.8417
O -2.3264 -1.4147 0.2731
H -2.5106 -2.3586 0.2896
H -2.3334 -1.1725 -0.6732
O 2.9881 -1.3569 0.9920
H 2.0715 -1.4561 0.6867
H 3.3973 -0.8324 0.2946
O -1.9866 0.0507 -2.2000
H -2.3000 -0.2041 -3.0748
H -1.0285 0.2238 -2.2649
```

Computed properties:
SMILES: CO.O.O.O.O.O
energy relative to the best compared isomer or geometry (same formula, charge and spin): 70.1 kJ/mol
frontier orbital gap: 11.01 eV

Results of the Mulliken charge analysis, in e, for atoms 1 through 6: C -0.441; O -0.536; H 0.367; H 0.182; H 0.190; H 0.285